1.
Computed, not measured: a 5-piece molecular cluster, H9S5 overall, with the ωB97M-V functional and the def2-TZVPD basis.

Computed properties:
Net charge: -1
Energy above the lowest of the compared OMol25 structures with the same formula, charge and spin in kcal per mole: 16.8
Frontier orbital gap in eV: 6.92
E_tot in eV: -54322.984
LUMO level in eV: 3.0704
HOMO level in eV: -3.85

The geometry in XYZ format:
```
14
Properties=species:S:1:pos:R:3:forces:R:3:lowdin_charge:R:1
S 1.00395 -0.33329 -3.10528 -0.9847 1.3614 -0.1157 0.47
S -0.53498 0.41486 0.79458 1.6093 1.7301 -1.0315 -0.09
S -2.20903 -1.83727 -1.69675 2.0793 0.2114 1.5891 0.29
S -2.22979 2.09293 3.41951 -1.4313 -0.1088 0.7805 0.38
S 2.85808 -1.08944 0.73765 -0.1611 -0.2398 -0.2933 0.36
H -1.19620 -1.70966 -0.58712 -1.9135 0.0363 -1.9608 -0.18
H -2.75622 0.96849 2.86880 0.2626 0.4793 0.1537 -0.22
H -1.13099 1.95222 2.73585 1.0193 -0.2754 -0.7709 -0.35
H -1.35424 -1.17125 -2.52190 -0.4317 -0.3314 0.3445 -0.32
H 3.29667 0.15920 0.89808 -0.0742 0.1569 0.0063 -0.24
H 1.56380 -0.69833 0.43917 0.1920 0.0929 0.3857 -0.33
H 1.83828 -0.79116 -2.24093 1.3063 -0.9913 0.8805 -0.29
H 0.59744 0.47697 -2.06596 -0.2175 -0.2921 -0.7045 -0.20
H 0.25325 1.56573 0.32432 -1.2548 -1.8296 0.7365 -0.27
```
Forces are in eV/Å.

***

2.
Computed, not measured: an isolated ion of composition C6H15N4 and charge +1, with the ωB97M-V functional and the def2-TZVPD basis.

Computed properties:
<S²>: 2.01
2S+1: 3
Net charge: +1
Energy above the lowest of the compared OMol25 structures with the same formula, charge and spin in kcal per mole: 86.7
Frontier orbital gap (alpha / beta) in eV: 5.17 / 6.47
E_tot in eV: -12411.285
LUMO level (alpha / beta) in eV: -2.9226 / -5.9011
HOMO level (alpha / beta) in eV: -8.10 / -12.37

The geometry in XYZ format:
```
25
Properties=species:S:1:pos:R:3:forces:R:3:lowdin_charge:R:1
N 1.22657 -0.71502 -0.26081 1.8003 -0.5543 -0.3374 -0.15
N -1.19709 -0.74631 -0.31977 -0.1379 2.2342 -0.7793 -0.14
N 1.22553 1.60913 0.26720 -0.9260 -1.8190 -0.1186 0.06
N -1.04717 1.70446 0.04773 -3.9729 -1.9395 0.9224 0.11
C 2.36719 -1.60165 0.14976 0.3457 0.7867 -0.4310 -0.03
C 0.05005 -0.74406 0.41881 -1.4973 -2.9302 -4.0780 -0.23
C 1.62789 0.58382 -0.74643 1.2703 0.0874 0.9813 -0.14
C -1.52809 0.53626 -0.93964 3.1513 -1.1008 1.7287 -0.04
C -2.38689 -1.31629 0.28813 2.6057 -3.3438 2.1312 -0.06
C 0.02053 1.26000 0.95851 1.7556 4.7504 -3.3288 -0.10
H 2.99253 -1.75387 -0.75501 -0.7205 -0.4670 0.1646 0.08
H -1.85821 2.06762 0.62651 0.7771 -0.9798 -0.6792 0.20
H 1.89941 -2.58389 0.49732 1.2174 1.4978 -0.0549 0.12
H -3.23708 -1.00240 -0.26769 -0.9148 0.4116 0.3567 0.07
H 3.18310 -1.02286 0.76337 -1.9502 -1.2899 -0.0196 0.12
H 2.72010 0.51774 -1.06518 -1.2491 0.6604 1.0471 0.16
H -0.93737 0.58764 -1.82029 0.5143 0.8408 -0.8173 0.11
H -0.20953 1.53263 1.91018 0.0425 0.6430 2.7247 0.10
H -2.33235 -2.49888 0.16763 -0.1524 2.3813 0.3489 0.14
H 1.13849 0.92761 -1.61029 -0.8645 -0.2564 -1.6241 0.09
H -0.81870 2.50521 -0.47120 1.1645 1.5446 -1.3078 0.13
H -0.10513 -1.32269 1.21229 0.2820 -2.3524 3.3861 0.08
H -2.23460 -1.10893 1.41193 -1.5438 -0.2806 -1.3777 0.12
H -2.53204 0.53161 -1.16682 -2.1439 0.8232 -0.3018 0.10
H 1.97283 2.05313 0.70377 1.1465 0.6522 1.4639 0.11
```
Forces are in eV/Å.

***

3.
Computed, not measured: C35H24Cl2F15GeIN3OS2Zn as an isolated structure, with the ωB97M-V functional and the def2-TZVPD basis.

Computed properties:
Net charge: -1
Frontier orbital gap in eV: 7.14
E_tot in eV: -243719.780
LUMO level in eV: 1.9710
HOMO level in eV: -5.17

The geometry in XYZ format:
```
85
Properties=species:S:1:pos:R:3:forces:R:3:lowdin_charge:R:1
I 2.54195 1.36560 -3.33348 0.0278 0.2028 -0.5541 0.16
Ge -2.30711 0.91431 -0.33354 -0.7477 -0.1101 0.2829 0.61
Zn 2.36237 0.68664 -0.92290 -0.4194 -0.1912 0.1426 0.14
Cl 5.18795 1.16531 5.39437 -0.0099 0.0021 0.1292 0.65
Cl 7.14591 0.46041 0.44236 0.0703 -0.0156 -0.0287 0.68
S -0.43086 1.47891 -1.06437 0.1936 0.0377 -0.1470 0.23
S 2.83412 3.75214 0.02749 -0.0957 0.1069 -0.1237 0.74
F -3.60848 1.50630 4.87661 -0.0125 -0.0098 0.0248 0.11
F -6.38372 3.36517 -2.96474 -0.0324 0.0233 0.0075 0.11
F -5.69916 -3.14251 0.47819 -0.0481 -0.0205 0.0117 0.12
F -1.12233 -4.21444 0.63593 0.0347 -0.0627 0.0751 0.11
F -3.53757 4.21115 4.71269 -0.0038 0.0597 0.0803 0.13
F -5.09044 -0.54964 0.10368 -0.0341 -0.0177 -0.0074 0.10
F -3.13718 0.00928 2.70550 -0.0567 -0.0311 0.1381 0.09
F -4.13063 -0.16023 -5.11141 0.0053 -0.0015 -0.0390 0.12
F -3.72363 -4.98072 0.74830 -0.0217 -0.0832 0.0109 0.12
F -5.99418 1.81931 -5.15455 -0.0569 0.0110 -0.0519 0.12
F -2.93744 5.42133 2.36241 0.0151 0.0405 -0.0084 0.12
F -0.50266 -1.61487 0.27589 -0.3695 -0.1217 0.2792 0.07
F -2.62066 -0.52925 -2.90629 -0.0820 -0.0046 -0.1216 0.07
F -2.41362 3.92194 0.17831 -0.1564 0.1414 -0.0212 0.08
F -4.94644 2.94678 -0.73639 0.0273 0.1684 0.0472 0.10
O 4.27768 0.50338 -0.37564 0.2402 0.0237 0.2857 -0.18
N 2.15731 0.86625 1.22971 -0.0402 0.0008 0.0441 0.05
N 1.32906 -3.56156 -1.13008 -0.0091 -0.0974 -0.0292 -0.08
N 1.93133 -1.33672 -0.78967 0.2068 -0.1264 0.0027 0.09
C 5.95663 0.82538 2.83812 -0.1263 0.0242 0.1493 -0.14
C -3.41641 -3.69877 0.55120 0.0457 0.0800 -0.0130 -0.14
C 5.76344 0.66633 1.46639 -0.2271 -0.0117 -0.1518 -0.59
C 4.49364 0.66380 0.87403 0.1897 -0.0195 -0.0365 -0.43
C -2.09222 -3.30352 0.49808 -0.0402 0.0399 -0.0323 -0.13
C 0.41980 -1.79642 -2.58896 0.0226 0.0466 -0.0026 -0.04
C 2.84469 4.65603 -1.53906 -0.0140 -0.0552 0.3185 -0.44
C -3.10402 1.34476 2.56818 -0.0339 0.1344 -0.2195 -0.22
C -2.83569 1.92047 1.33851 0.2188 -0.1145 -0.2334 -0.11
C -2.77122 -1.00390 0.12479 0.1879 0.2959 -0.1680 -0.12
C -3.69426 1.22637 -1.76301 0.2564 0.0177 0.0720 -0.12
C 1.28565 -2.23845 -1.44835 0.1981 0.1301 -0.0375 -0.41
C 3.63553 -4.04646 -0.26020 -0.0919 0.0103 0.0188 -0.06
C 3.38954 0.84623 1.79147 0.1059 0.0190 0.3853 -0.16
C 4.89208 0.97874 3.68771 0.2535 -0.0333 -0.1107 -0.63
C -5.25294 1.62496 -4.06392 0.0660 -0.0310 0.0540 -0.14
C 2.41136 1.10288 3.98338 -0.1198 0.0155 -0.0346 -0.02
C -3.54314 0.44959 -2.90054 0.1027 0.0542 0.1743 -0.23
C 1.63359 -5.04071 -3.12130 -0.0886 0.0260 0.1353 -0.06
C 1.09623 0.98582 1.98858 -0.0667 -0.0582 0.0101 -0.14
C 0.72706 -4.58233 -1.97737 0.0914 -0.0066 -0.1722 -0.22
C -5.44344 2.41418 -2.94523 -0.0301 0.0487 0.0233 -0.14
C -2.99722 4.08930 2.42504 0.0091 -0.0147 -0.0071 -0.14
C 3.57388 0.98454 3.19162 -0.0944 -0.0268 -0.2316 -0.18
C 2.12759 -4.00821 0.00333 0.1440 0.0622 -0.0452 -0.21
C -1.79506 -1.96668 0.29702 -0.0376 0.1377 -0.0433 -0.22
C -4.42114 -2.75845 0.40886 -0.0184 0.0421 -0.0351 -0.14
C -2.75497 3.30602 1.31182 0.0264 -0.2097 0.0283 -0.25
C -4.67138 2.20220 -1.81530 0.0272 -0.3161 0.0209 -0.21
C 1.24522 4.34172 0.66791 0.2700 -0.0595 -0.1692 -0.41
C -3.29918 3.47555 3.62862 0.0165 -0.0528 -0.0768 -0.14
C 1.18068 1.09929 3.38552 0.1407 -0.0160 0.1243 -0.04
C -4.08415 -1.43318 0.19789 0.1744 -0.0192 0.0737 -0.23
C -3.34228 2.09668 3.70594 0.0068 -0.0214 0.0289 -0.15
C -4.30064 0.62176 -4.04203 -0.0166 -0.0033 0.0120 -0.14
H 1.26838 5.42791 0.75469 -0.0676 0.0027 0.0540 0.03
H -0.20878 -4.20996 -2.38871 -0.0160 0.0108 0.0441 0.10
H 6.96519 0.82113 3.22859 -0.0067 0.0062 0.0129 0.10
H 0.27451 1.18087 3.97087 -0.0139 0.0085 -0.0094 0.10
H 1.95942 4.39671 -2.11658 0.0327 -0.0056 -0.0634 0.01
H 0.87365 -2.04355 -3.54980 -0.0168 -0.0716 0.0109 0.09
H -0.57061 -2.24755 -2.53395 -0.0079 -0.0024 -0.0234 0.07
H 0.47198 -5.43163 -1.34245 -0.0210 0.0256 0.0351 0.11
H 4.17009 -4.27136 0.66402 0.0028 -0.0097 -0.0021 0.08
H 0.30563 -0.71733 -2.53910 0.0077 0.0170 -0.0027 -0.02
H 3.99681 -3.08890 -0.63550 0.0268 -0.0146 -0.0097 0.08
H 0.14018 0.99787 1.47976 0.0340 0.0376 -0.0877 0.04
H 1.11072 3.89948 1.65405 -0.0452 0.0089 0.0127 0.02
H 3.73240 4.33947 -2.08089 -0.0306 -0.0092 -0.0562 0.02
H 2.50744 1.18631 5.05758 0.0133 0.0318 -0.0009 0.09
H 2.88692 5.72785 -1.34387 -0.0107 0.0162 -0.0606 0.03
H 1.77439 -5.00158 0.27865 -0.0410 0.0004 0.0110 0.12
H 1.93140 -4.18883 -3.73185 0.0394 -0.0134 -0.0222 0.07
H 0.44209 4.01833 0.00641 -0.0525 -0.0002 0.0628 -0.01
H 1.91683 -3.35897 0.85798 -0.0636 -0.0158 0.0002 0.12
H 1.11035 -5.75542 -3.75909 0.0014 -0.0055 0.0098 0.07
H 3.88432 -4.81331 -0.99291 0.0152 0.0029 -0.0182 0.06
H 2.48589 -1.69684 -0.02100 0.0111 -0.0614 -0.0937 0.05
H 2.53197 -5.52043 -2.73402 0.0359 0.0007 -0.0420 0.06
```
Forces are in eV/Å.